DFT (wB97M-V/def2-TZVPD) results for a molecular structure, C25H42IN6Pd at a distorted geometry.

Calculated values
Net charge   +1
Molecular weight   659.98 g/mol
Lowest unoccupied orbital energy (spin up / spin down)   -3.36 / -3.36 eV
Calculated total energy   -1731.65976 Eh
Energy above the lowest of the compared OMol25 structures with the same formula, charge and spin   17.92 kcal/mol

The geometry in XYZ format:
```
75
Properties=species:S:1:pos:R:3:lowdin_charge:R:1
Pd 0.28949 0.13308 0.16183 0.845
C 0.83308 0.89780 2.47269 -0.043
C 1.93368 0.32583 1.68818 -0.154
C 2.22022 1.24942 0.57817 -0.179
C 1.17599 2.17829 0.61838 -0.051
C 0.38306 2.02273 1.86718 -0.197
C -0.57990 3.03087 2.44912 -0.541
C 0.18237 3.76053 3.57794 -0.032
C -1.80209 2.32837 3.05970 -0.035
C -0.98545 4.08801 1.40672 -0.043
C 3.35496 1.32326 -0.48355 -0.516
C 3.33842 0.21226 -1.55264 -0.045
C 4.73933 1.34094 0.18032 -0.045
C 3.22148 2.65931 -1.23144 -0.068
C 2.70957 -0.86563 2.24530 -0.524
C 3.27968 -1.81149 1.18075 -0.033
C 1.80220 -1.69023 3.17266 -0.054
C 3.84095 -0.30315 3.12805 -0.018
H 0.45527 0.50717 3.40384 0.118
H 1.08608 3.01802 -0.05013 0.105
H 0.48228 3.06154 4.36221 0.087
H -0.46182 4.52602 4.02312 0.097
H 1.07842 4.25443 3.19314 0.093
H -1.53099 1.79754 3.97680 0.085
H -2.24390 1.60221 2.37373 0.067
H -2.56832 3.06251 3.32006 0.092
H -0.20432 4.84426 1.29669 0.092
H -1.89599 4.60218 1.71984 0.093
H -1.15470 3.67398 0.41186 0.060
H 3.78692 -0.71457 -1.19673 0.063
H 3.90806 0.53674 -2.42685 0.090
H 2.33342 -0.01199 -1.89477 0.065
H 5.00126 0.40596 0.66297 0.052
H 4.81076 2.14376 0.92161 0.100
H 5.49712 1.52971 -0.58386 0.094
H 2.35028 2.67169 -1.89259 0.093
H 4.10472 2.79846 -1.85558 0.090
H 3.15737 3.51090 -0.54919 0.091
H 2.53865 -2.07940 0.43023 0.056
H 3.61890 -2.72919 1.66680 0.093
H 4.13663 -1.39552 0.65973 0.060
H 0.86350 -1.95728 2.68854 0.047
H 1.56793 -1.15735 4.09710 0.085
H 2.31942 -2.61055 3.45020 0.093
H 4.54831 0.30061 2.56518 0.063
H 4.38842 -1.13364 3.58466 0.100
H 3.43084 0.31456 3.93250 0.096
I -5.76045 1.77698 -0.12120 0.919
C -4.00471 0.78942 -0.49134 -0.778
C -3.84432 -0.48734 -0.96800 -0.131
N -2.51901 -0.70850 -1.02541 -0.013
N -1.79942 0.35790 -0.63611 -0.046
C -2.70262 1.27370 -0.30774 -0.190
H -4.56592 -1.22766 -1.28202 0.129
H -2.03865 -1.50504 -1.40360 0.134
H -2.39945 2.24611 0.03198 0.083
C -2.78409 -5.75546 -0.60378 -0.067
C -2.46755 -5.65879 0.88519 -0.410
C -3.37861 -4.65419 1.58687 -0.072
C -0.98221 -5.39071 1.10943 -0.089
N -0.53800 -4.08721 0.57187 -0.075
C -0.73224 -2.85529 1.01816 -0.148
N -0.17397 -2.01979 0.17508 -0.076
N 0.37517 -2.78446 -0.82066 0.011
N 0.15650 -4.02602 -0.58195 0.094
H -3.84046 -5.97932 -0.75858 0.086
H -2.19821 -6.53610 -1.09279 0.087
H -2.56892 -4.81006 -1.11505 0.070
H -2.63402 -6.63736 1.34501 0.143
H -3.36567 -3.68051 1.08441 0.065
H -3.10600 -4.50749 2.63643 0.084
H -4.41148 -5.00374 1.56461 0.088
H -0.38114 -6.12323 0.57708 0.131
H -0.71376 -5.42529 2.16377 0.134
H -1.26149 -2.59491 1.92195 0.148
```


DFT (wB97M-V/def2-TZVPD) results for 5 unconnected molecules or ions with the total composition C25H43Br8IO4 at a distorted geometry.

Calculated values
Net charge   0
SMILES string   C#C[C@@]1(I)OC(=O)O[C@@]1(CC)CCCCCCCCCOC.BrCCBr.BrCCBr.BrCCBr.BrCCBr
Molecular weight   1173.75 g/mol
Lowest unoccupied orbital energy   -0.17 eV
Calculated total energy   -22169.04464 Eh

The geometry in XYZ format:
```
81
Properties=species:S:1:pos:R:3:lowdin_charge:R:1
C 1.30154 4.73224 -1.08247 0.066
C 0.25278 5.10618 -0.64162 -0.191
C -0.89760 5.75430 -0.06961 -0.692
I -0.40709 7.90772 0.11396 1.009
O -2.07386 5.80147 -0.86671 -0.020
C -3.06395 6.18861 0.04041 -0.609
O -4.11021 6.61350 -0.31106 0.187
O -2.63384 6.01628 1.31145 0.035
C -1.48407 5.09310 1.19661 -0.398
C -0.56991 5.23613 2.38880 -0.190
C -1.11833 4.67450 3.71915 -0.062
C -2.14838 3.73106 0.94187 -0.081
C -1.37061 2.47604 1.39818 -0.163
C -1.92668 1.22580 0.66371 -0.218
C -2.29761 0.09629 1.65290 -0.200
C -2.28976 -1.27583 0.93669 -0.201
C -1.01844 -2.11239 1.26301 -0.196
C -1.42153 -3.48520 1.82805 -0.196
C -0.27772 -4.51341 1.95409 -0.167
C 0.83130 -4.35422 0.93894 -0.261
O 0.27744 -4.43559 -0.36557 -0.200
C 1.28221 -4.71756 -1.32590 -0.120
H 2.14761 4.44435 -1.66077 0.049
H -0.35483 6.29065 2.56093 0.075
H 0.39451 4.77970 2.16445 0.091
H -2.19315 4.80243 3.81541 0.087
H -0.83519 3.62792 3.80078 0.058
H -0.58437 5.16648 4.53152 0.076
H -3.11495 3.73395 1.44550 0.146
H -2.37022 3.59695 -0.11670 0.127
H -0.29658 2.57410 1.25093 0.118
H -1.61759 2.31920 2.44540 0.085
H -1.15534 0.81110 0.01447 0.111
H -2.82886 1.49040 0.11616 0.044
H -3.29071 0.27078 2.07841 0.108
H -1.58974 0.12217 2.48274 0.098
H -2.28477 -1.08538 -0.13804 0.072
H -3.18589 -1.86198 1.14837 0.098
H -0.45929 -2.21634 0.33616 0.099
H -0.40697 -1.60740 2.01303 0.109
H -1.81984 -3.31361 2.83171 0.111
H -2.23743 -3.86791 1.21478 0.106
H -0.70051 -5.51077 1.79791 0.113
H 0.10978 -4.51679 2.97430 0.111
H 1.31214 -3.37299 1.05092 0.099
H 1.60405 -5.12272 1.05744 0.115
H 2.08228 -3.96980 -1.28814 0.052
H 1.71115 -5.69569 -1.08843 0.070
H 0.81344 -4.69349 -2.30643 0.076
Br 2.58204 -7.13396 -5.15988 0.597
C 0.82501 -7.25503 -5.98718 -0.700
C -0.24244 -6.65996 -5.10930 -0.703
Br -0.69497 -7.83388 -3.62731 0.605
H 0.65086 -8.30339 -6.20547 0.049
H 0.90518 -6.69764 -6.91781 0.057
H -1.16674 -6.53112 -5.66810 0.058
H 0.05483 -5.70954 -4.67805 0.038
Br 5.87286 5.61109 -0.85053 0.603
C 5.61639 6.11747 1.01133 -0.696
C 4.41565 5.43371 1.60713 -0.663
Br 2.75261 6.24030 0.99206 0.705
H 5.53643 7.19917 1.03531 0.050
H 6.52553 5.80816 1.52223 0.057
H 4.41314 5.54491 2.68949 0.058
H 4.36729 4.37972 1.35157 0.052
Br 4.16272 -1.73585 0.27236 0.614
C 5.83398 -2.73214 0.32912 -0.694
C 5.93814 -3.70739 -0.81248 -0.690
Br 4.81913 -5.27057 -0.52333 0.647
H 5.87779 -3.21720 1.29863 0.050
H 6.61926 -1.98255 0.26107 0.057
H 6.95355 -4.08856 -0.89493 0.057
H 5.63557 -3.27533 -1.76076 0.052
Br -6.28759 -1.67360 -3.61948 0.610
C -5.41722 -1.63877 -1.88052 -0.704
C -5.14056 -0.23236 -1.42200 -0.677
Br -3.62336 0.54480 -2.35500 0.668
H -4.51402 -2.23408 -1.96848 0.049
H -6.11121 -2.12866 -1.20104 0.059
H -4.86341 -0.22827 -0.36835 0.048
H -5.98085 0.43618 -1.57795 0.053
```


DFT (wB97M-V/def2-TZVPD) results for 7 unconnected molecules or ions with the total composition C25H43Cl12 at a distorted geometry.

Calculated values
Net charge   -1
Molecular weight   769.05 g/mol
Lowest unoccupied orbital energy   1.90 eV
Calculated total energy   -6500.25048 Eh
Energy above the lowest of the compared OMol25 structures with the same formula, charge and spin   243.07 kcal/mol

The geometry in XYZ format:
```
80
Properties=species:S:1:pos:R:3:lowdin_charge:R:1
C 5.00519 -1.79330 1.57245 -0.174
C 4.41774 -0.95244 0.27684 -0.287
C 2.77143 -0.68160 0.38179 -0.421
C 2.28932 -0.18373 -1.10393 -0.127
C 2.11830 -2.09722 0.88859 -0.252
C 0.57317 -2.30748 0.38234 -0.293
C -0.44609 -1.07097 0.74583 -0.096
C -0.23763 -0.07988 2.04967 -0.028
C -1.29874 1.18316 2.32253 -0.143
C -2.56766 1.42530 1.28075 -0.167
C -2.82351 0.43536 -0.00482 -0.067
C -1.73497 -0.79901 -0.23654 -0.140
C -1.98954 -1.78980 -1.55374 -0.131
H 4.74218 -2.92389 1.38986 0.060
H 6.17085 -1.65901 1.58018 0.046
H 4.51031 -1.33444 2.53958 0.073
H 4.62081 -1.56289 -0.72316 0.053
H 4.89598 0.11391 0.15474 0.088
H 2.53929 0.18051 1.14000 0.091
H 1.81832 -1.01810 -1.77942 0.066
H 1.60447 0.77425 -0.97688 0.025
H 3.26300 0.18870 -1.68561 0.061
H 2.07063 -2.00208 2.07707 0.029
H 0.14668 -3.31371 0.86291 0.031
H 0.59308 -2.52576 -0.79034 0.081
H 0.69941 -0.27641 2.75907 0.086
H -1.16629 1.91209 3.24559 0.052
H -3.33147 2.31678 1.43294 0.062
H -3.73689 0.62638 -0.74156 0.030
H -1.09910 -1.53890 -2.30522 0.086
H -3.04822 -1.55708 -1.99484 -0.039
H -1.87375 -2.92380 -1.21799 0.025
Cl -0.00333 2.73549 0.01660 0.642
C 0.71239 4.36157 0.14811 -0.646
C 2.18851 4.36988 -0.21494 -0.660
Cl 3.18269 3.51440 0.98976 0.545
H 0.54618 4.72447 1.16763 0.059
H 0.15665 5.00831 -0.53753 0.065
H 2.55585 5.39984 -0.25521 0.063
H 2.36594 3.90807 -1.19144 0.070
Cl -6.43426 1.90426 -1.38609 0.564
C -7.29969 0.71917 -2.39619 -0.661
C -6.80332 -0.69956 -2.16898 -0.639
Cl -5.15028 -0.94113 -2.78596 0.610
H -7.19100 1.02126 -3.44293 0.047
H -8.35869 0.79022 -2.13030 0.068
H -7.44642 -1.40811 -2.69978 0.071
H -6.81146 -0.96409 -1.10679 0.076
Cl -9.75152 3.99288 -1.76087 0.529
C -8.40560 4.86842 -2.53263 -0.668
C -8.60168 5.01492 -4.03293 -0.660
Cl -8.46403 3.45714 -4.88494 0.544
H -7.47661 4.33885 -2.29753 0.024
H -8.36117 5.85648 -2.06467 0.073
H -7.83024 5.67160 -4.44650 0.072
H -9.57866 5.44731 -4.27135 0.067
Cl 1.22378 3.64586 4.47837 0.533
C 2.79175 4.08163 5.20313 -0.669
C 3.87345 3.06151 4.88677 -0.668
Cl 3.59331 1.50668 5.70869 0.535
H 2.64748 4.19427 6.28260 0.064
H 3.06922 5.05768 4.79379 0.068
H 4.84474 3.43081 5.22971 0.070
H 3.94408 2.86938 3.81141 0.039
Cl 1.06958 -5.82943 1.83603 0.558
C -0.30720 -6.93553 1.60210 -0.675
C -1.04185 -6.66949 0.29814 -0.657
Cl -1.91447 -5.11723 0.32188 0.583
H -0.97218 -6.83779 2.46638 0.065
H 0.09975 -7.95121 1.59970 0.063
H -1.78883 -7.45039 0.12604 0.063
H -0.35700 -6.66113 -0.55580 0.072
Cl 9.46958 -1.92943 -1.09730 0.517
C 8.09280 -3.03553 -1.33124 -0.660
C 7.35815 -2.76949 -2.63520 -0.659
Cl 6.48553 -1.21723 -2.61145 0.561
H 7.42782 -2.93779 -0.46695 0.061
H 8.49975 -4.05121 -1.33363 0.069
H 6.61117 -3.55039 -2.80729 0.074
H 8.04300 -2.76113 -3.48914 0.062
```